Molecular formula: C17H54BrN2O12
Method: DFT, ωB97M-V/def2-TZVPD

Geometry as XYZ:
```
86
Properties=species:S:1:pos:R:3:forces:R:3:lowdin_charge:R:1
Br -1.65880 1.36371 -2.58035 0.50 -0.22 -0.29 0.843
O -5.51675 -0.33521 2.13866 -0.27 -0.03 0.08 -0.127
O 1.41188 -6.90668 1.09698 0.05 -0.12 -0.15 -0.129
O 5.65132 -3.43775 -0.93597 0.17 0.17 -0.02 -0.133
O 5.03445 -0.61821 1.95450 0.36 -0.33 0.01 -0.120
O -2.21749 1.29169 1.52300 0.02 0.29 0.12 -0.063
O 0.32532 3.48475 1.95410 0.18 -0.06 -0.39 -0.139
O -2.63522 4.39362 3.19423 -0.19 0.06 0.08 -0.136
O 2.35958 2.06792 -0.06924 0.19 0.33 0.07 -0.134
O 3.04070 1.75639 2.84581 0.36 0.09 0.28 -0.119
O -3.36433 2.34028 -0.09237 -0.25 0.19 -0.22 -0.039
O -2.20025 4.06625 -4.78519 0.01 -0.04 -0.24 -0.148
O 2.88380 -2.82267 0.24284 -0.10 -0.19 0.12 -0.125
N -1.97386 -0.99270 0.15281 0.08 -0.34 -0.26 -0.029
N -0.60054 -2.50113 -1.86556 0.63 -0.32 -0.37 -0.006
C 5.98884 -2.65989 -2.08218 -0.06 -0.14 0.07 -0.138
C -6.09213 0.80878 2.75889 0.24 -0.07 -0.03 -0.154
C -4.81137 -0.16048 -3.55511 -0.31 0.22 0.04 -0.114
C -0.55822 -0.70430 -0.04444 0.16 -0.16 -0.13 -0.213
C 2.03438 2.56726 -1.36416 -0.11 -0.06 0.33 -0.146
C -2.81989 1.35036 0.41332 0.26 0.25 0.83 -0.708
C -4.36105 0.59507 -2.32045 0.59 -0.16 -0.30 -0.301
C -2.33352 3.69945 4.38913 0.03 -0.09 -0.20 -0.173
C 0.12736 -1.40924 -1.24569 -0.19 0.06 0.45 -0.278
C 5.33305 -1.86481 2.57114 -0.18 0.36 0.02 -0.164
C 2.85396 -4.19313 0.60330 0.24 0.38 -0.10 -0.161
C -0.09919 4.45658 0.99670 -0.03 -0.17 0.14 -0.133
C -2.92215 -0.00074 -0.32295 0.51 0.10 -0.31 -0.323
C 1.49521 -7.52782 -0.18136 -0.04 0.02 0.19 -0.156
C -2.97177 0.12019 -1.83943 -1.42 0.32 0.52 -0.577
C -2.24908 3.53619 -6.09865 0.01 0.01 0.22 -0.179
C 3.52495 2.94749 3.44784 -0.15 -0.04 -0.27 -0.158
H -1.55295 2.95181 4.22460 -0.03 -0.02 0.05 0.072
H -1.37496 2.91302 -6.31314 -0.03 -0.02 -0.05 0.073
H 3.42075 -4.79243 -0.11927 -0.04 -0.13 0.08 0.063
H -2.93056 3.74473 2.54261 0.13 -0.16 -0.19 0.056
H 3.80514 -2.54668 0.24226 0.04 0.11 -0.10 0.037
H 4.51894 3.20557 3.06372 0.00 0.07 0.08 0.074
H -0.27622 2.72852 1.86500 -0.16 -0.06 0.10 0.063
H -6.91235 1.14085 2.12765 -0.02 0.00 -0.03 0.075
H 0.94860 2.62705 -1.45628 0.01 0.02 -0.28 0.036
H 5.27550 -2.82339 -2.89337 0.00 0.05 -0.01 0.080
H 1.82353 -4.52709 0.60533 -0.10 0.04 0.00 0.065
H -3.22147 3.20744 4.80418 0.05 -0.01 0.03 0.068
H 2.92714 1.94797 1.90923 0.04 -0.42 -0.07 0.033
H 1.16366 -7.57701 1.73666 -0.04 -0.01 0.08 0.072
H 5.67797 -4.36269 -1.18732 -0.07 -0.09 0.02 0.073
H 5.52299 -2.58907 1.78057 0.03 0.01 -0.03 0.059
H -1.20518 -2.95380 -1.20308 -0.38 0.09 0.07 0.050
H -3.90437 -0.38362 -0.06648 -0.30 -0.12 0.15 0.129
H 0.56358 5.31782 1.09038 0.01 -0.02 0.01 0.078
H -1.97141 4.43068 5.11015 0.00 0.04 0.02 0.070
H -5.08769 0.45785 -1.53279 -0.14 -0.01 0.32 0.107
H 0.40849 -0.66921 -1.97944 -0.12 0.13 -0.47 0.063
H -4.18399 0.04349 -4.41516 0.25 -0.03 -0.18 0.063
H 6.99840 -2.89090 -2.43411 0.00 0.04 -0.01 0.072
H -1.11171 -2.21540 -2.68020 -0.35 0.10 0.00 0.034
H 2.83745 3.77701 3.25843 0.04 0.04 0.10 0.070
H 5.94874 -1.61578 -1.78554 -0.02 0.02 0.03 0.083
H -6.48522 0.56869 3.75288 -0.03 0.04 -0.01 0.069
H 1.94948 2.67505 0.56374 -0.41 -0.08 -0.03 0.038
H -2.10114 -1.00729 1.15062 -0.12 0.03 0.21 0.091
H 4.82617 0.02154 2.64266 -0.34 0.11 -0.10 0.055
H 4.48839 -2.21325 3.17355 0.04 -0.08 0.00 0.081
H -1.12448 4.76980 1.18724 -0.01 0.04 -0.02 0.069
H -5.36316 1.61849 2.84128 -0.02 0.03 -0.02 0.074
H -0.05360 -1.06280 0.84330 0.13 -0.05 0.30 0.111
H -2.81454 -0.86191 -2.25424 0.59 -0.20 -0.25 0.072
H 6.22418 -1.79788 3.20509 0.00 -0.06 0.00 0.072
H -5.82373 0.13231 -3.81149 -0.25 0.10 -0.17 0.064
H 2.25846 -8.31198 -0.19486 0.00 0.00 -0.05 0.074
H -2.25570 4.37619 -6.79079 0.00 0.02 -0.02 0.070
H 3.27482 -4.34270 1.60327 -0.03 -0.15 0.00 0.077
H -0.03237 4.05786 -0.01965 -0.06 0.09 -0.03 0.064
H 0.53406 -7.95411 -0.48074 0.02 0.00 -0.05 0.075
H -3.15631 2.94463 -6.25861 0.02 -0.02 -0.06 0.072
H -0.33919 0.35989 -0.09334 -0.07 0.27 0.03 0.082
H -2.19423 3.31757 -4.17688 -0.04 0.03 0.20 -0.035
H 3.59389 2.78140 4.52108 -0.02 -0.03 0.02 0.073
H -4.83975 -1.22762 -3.37255 0.12 -0.35 0.01 0.068
H 2.42354 1.86978 -2.10181 0.00 -0.05 0.02 0.079
H 2.47563 3.55455 -1.53312 -0.02 -0.01 -0.06 0.079
H 1.05301 -1.80116 -0.85973 0.46 -0.14 0.10 0.064
H -4.29661 1.65232 -2.51902 -0.23 0.37 0.06 0.078
H 1.77047 -6.75625 -0.89522 0.00 0.04 -0.01 0.072
H -4.77933 -0.62108 2.68260 0.19 0.06 -0.08 0.072
```
Positions in Å, forces in eV/Å.

The LUMO energy is 2.150 eV. The calculation puts the HOMO-LUMO gap at 7.05 eV. As for the net charge: -1. The value obtained for the HOMO energy is -4.898 eV.

---

Molecular formula: C17H54N6O17
Method: DFT, ωB97M-V/def2-TZVPD

Geometry as XYZ:
```
94
Properties=species:S:1:pos:R:3:forces:R:3:lowdin_charge:R:1
O 2.14381 -2.21604 -3.62952 -0.40 -0.22 0.28 -0.059
O -2.21800 0.08695 3.03220 0.97 0.06 -0.12 -0.083
O 4.36474 -0.22562 4.97420 0.91 -1.28 -0.12 -0.083
O -0.38011 -3.81899 -3.52380 -0.21 0.07 0.40 -0.067
O -2.56894 -1.23790 0.45077 -0.39 0.96 0.13 -0.126
O -0.50512 2.26982 2.47352 0.33 -0.60 -0.54 -0.108
O -1.66933 -3.52711 0.86969 1.06 -0.41 0.46 0.025
O -4.20716 -0.96429 -1.72350 1.20 -0.19 0.11 -0.093
O 1.71374 0.03995 3.64147 -0.22 0.02 0.88 -0.039
O -1.58972 -0.00843 -3.10492 1.63 -0.63 0.77 -0.105
O -0.11596 4.38636 -3.73223 1.64 -1.42 0.98 -0.010
O 2.81382 -2.56326 0.50684 0.40 0.60 0.48 -0.137
O 1.90687 -0.07496 0.60941 -2.07 1.28 -0.74 -0.041
O -2.30887 2.41855 -2.81225 0.54 1.70 -0.12 -0.102
O -1.34538 5.72273 2.67962 0.16 0.26 -0.36 -0.059
O -3.77166 3.50007 0.37736 1.73 -0.54 -0.65 -0.068
O 4.83689 -0.75686 1.03000 0.44 0.53 0.31 -0.059
N 2.10541 4.89827 -4.03071 -1.81 -2.18 1.59 0.130
N 0.01558 -2.29576 2.03543 -1.16 -1.91 -0.80 0.181
N 0.09052 1.23135 -0.18712 1.33 -1.23 0.41 0.181
N 1.49425 3.25562 -2.37674 -0.28 1.22 -1.50 0.148
N 0.48732 -4.44293 1.12684 -1.86 0.98 0.06 0.125
N 0.52313 -0.91925 -0.96096 -0.28 -0.03 -0.99 0.205
C 1.06314 4.14583 -3.39747 0.52 1.26 0.05 -0.547
C 0.85603 -4.27593 -2.98566 0.33 1.42 0.70 -0.230
C 4.16104 -2.87283 0.19547 -0.28 -0.94 0.02 -0.245
C -0.53310 -3.40868 1.32329 3.66 0.24 0.75 -0.503
C -2.47870 -0.93622 -3.64451 -1.41 0.31 -0.20 -0.235
C 1.93581 -3.60547 -3.82889 0.13 -0.82 -0.46 -0.241
C 5.13187 -2.13010 1.10019 -0.21 -0.27 -0.84 -0.243
C -3.63413 -0.96477 1.37110 -0.43 -0.01 -1.63 -0.205
C -0.63391 4.57542 2.24009 -0.17 -0.12 0.15 -0.240
C 0.86558 0.05595 -0.11575 1.91 0.07 0.62 -0.551
C -3.31263 0.28794 2.14665 -0.55 -0.13 0.67 -0.209
C -2.72599 2.93368 -0.48807 0.16 1.25 0.00 -0.201
C 3.21500 -1.05457 5.26519 0.43 2.75 0.25 -0.222
C -2.85553 3.42577 -1.96325 -1.93 -0.69 1.24 -0.178
C -1.13042 3.38504 3.05139 0.53 0.01 0.64 -0.238
C -3.90036 -0.69661 -3.07904 -0.22 0.20 -1.06 -0.239
C 2.32311 -1.15094 4.06192 0.93 -1.17 -0.09 -0.291
H -3.76965 -1.84402 1.98876 -0.12 -0.10 0.50 0.123
H 2.45883 3.26022 -2.04048 -0.72 0.05 -0.41 0.099
H -2.49192 4.43081 -2.25110 0.02 -0.60 0.51 0.131
H -4.61457 3.08244 0.23001 -0.40 -0.40 -0.33 0.073
H -3.38877 -1.04956 -1.15426 -0.77 0.13 -0.59 0.059
H -1.90243 6.00950 1.95280 -0.13 0.09 0.11 0.083
H 0.84732 2.66004 -1.86520 0.03 0.29 -0.22 0.057
H 1.61027 -1.92356 4.35650 -0.59 0.01 -0.39 0.110
H -1.79585 3.28227 -0.02606 -0.22 -0.21 -0.08 0.081
H 1.47545 -4.36397 1.39751 -1.03 0.59 -0.32 0.079
H 0.19673 1.73154 0.68145 -0.23 0.45 0.36 0.066
H 0.90432 -3.98745 -1.92501 0.27 0.12 -0.12 0.104
H 4.48918 -0.54837 0.16180 0.08 0.20 -0.27 0.076
H 3.50301 -2.04937 5.63012 0.26 0.42 -0.24 0.127
H -1.51980 2.87385 -3.16266 0.06 -0.32 -0.46 0.074
H 1.99319 0.26004 2.75342 0.14 -0.04 -0.64 0.054
H -2.56333 -0.75521 -4.72782 -0.15 -0.12 0.05 0.120
H 0.96116 -2.41031 2.39054 -0.46 0.19 -0.37 0.054
H -0.87876 1.06737 -0.40599 -0.13 -0.23 -0.06 0.060
H 1.56794 -3.83087 -4.83002 0.19 0.34 -0.43 0.118
H 1.42088 -1.73608 -4.04520 -0.11 0.01 0.02 0.085
H 3.03507 4.78451 -3.67915 0.22 0.38 -0.29 0.077
H 2.92310 -4.05752 -3.77724 0.01 -0.22 0.42 0.117
H 1.23861 -1.62073 -1.15434 -0.35 0.27 0.17 0.093
H -2.22689 3.30212 3.08931 0.18 0.12 -0.39 0.122
H 1.80848 5.62635 -4.65242 0.18 0.05 0.06 0.093
H -4.01340 0.39183 -3.29365 -0.37 -0.43 0.22 0.109
H -2.09190 -1.94895 -3.55271 0.03 -0.02 0.37 0.096
H -2.30124 -2.17709 0.56779 0.14 0.02 0.01 0.002
H -4.13160 0.64739 2.78708 -0.29 -0.17 -0.56 0.131
H -4.64790 -1.23133 -3.72336 0.60 0.33 0.58 0.127
H 5.05521 -2.37569 2.15850 -0.22 -0.37 -0.04 0.117
H 0.29289 -5.12995 0.39587 -0.10 0.53 0.61 0.087
H -3.97195 3.41815 -2.01924 0.66 0.18 -0.82 0.126
H 0.87364 -5.34572 -2.98005 0.36 -0.80 -0.48 0.108
H -0.76585 4.38277 1.14983 0.08 0.18 0.75 0.107
H 0.44679 4.71884 2.43178 -0.46 -0.07 -0.13 0.129
H -3.06164 1.08437 1.44803 0.25 0.02 0.17 0.094
H -4.55868 -0.84676 0.74347 0.49 0.14 0.79 0.128
H -1.97862 0.86744 -2.93757 -0.36 -0.16 -0.17 0.016
H 6.13682 -2.42263 0.76715 0.17 0.47 0.03 0.117
H -2.49103 -0.45863 3.77220 -0.17 -0.07 0.05 0.103
H -0.06232 -0.60638 -1.73817 -0.08 -0.48 0.06 0.083
H 3.00886 -1.55880 3.29916 -0.52 0.05 -0.22 0.117
H -0.78136 3.48487 4.09823 -0.22 0.20 -0.32 0.131
H 4.11120 0.66841 4.73550 -0.50 -0.10 0.00 0.078
H 4.23564 -2.62725 -0.87916 0.90 0.08 0.25 0.124
H 4.36131 -3.95915 0.28971 -0.37 0.38 -0.01 0.123
H -2.65977 1.82729 -0.57958 -0.70 0.53 0.44 0.103
H 2.82700 -1.56229 0.57255 -0.95 -0.95 0.17 0.039
H 2.76921 -0.45375 6.05598 -0.87 -0.70 0.42 0.116
H -0.81681 -3.42534 -2.76743 -0.56 0.12 -0.12 0.062
H -0.71820 1.44543 2.92892 -0.23 0.06 0.12 0.062
H -0.51050 -1.47291 2.35567 0.03 -0.81 -0.48 0.092
```
Positions in Å, forces in eV/Å.

The LUMO energy is 0.388 eV. The calculation puts the HOMO-LUMO gap at 10.04 eV. The calculation puts the energy above the lowest of the compared OMol25 structures with the same formula, charge and spin at 13.7 kcal per mole. As for the net charge: 0. The value obtained for the HOMO energy is -9.648 eV.

---

Molecular formula: C17H55N9O21
Method: DFT, ωB97M-V/def2-TZVPD

Geometry as XYZ:
```
102
Properties=species:S:1:pos:R:3:forces:R:3:lowdin_charge:R:1
O 0.40951 0.09663 7.83575 1.54 -0.23 -0.22 -0.157
O 1.67059 7.82991 -1.04320 -0.47 0.24 1.92 -0.109
O -4.09630 -0.86142 -1.87955 0.19 1.34 -1.38 -0.108
O -3.38929 -4.22048 1.62241 -0.77 -0.20 -1.85 -0.118
O -2.22301 -3.10762 8.97500 -1.15 -1.22 -1.16 -0.109
O -1.46178 -5.24806 -3.72551 -0.48 1.38 -1.17 -0.135
O 4.63621 -0.91476 0.40615 0.93 1.76 -0.25 -0.116
O -0.44608 1.37542 -4.05842 0.04 1.34 0.44 0.054
O 0.78909 2.32862 0.27529 1.55 0.04 -0.19 -0.146
O -4.35788 1.10147 5.69482 -1.25 -1.03 -0.16 -0.135
O 3.68601 3.98937 -1.31847 -0.33 -0.70 -1.49 -0.141
O -0.33090 7.23209 -7.11538 0.75 -1.89 0.71 -0.137
O 1.62317 8.18834 -5.57534 2.01 1.52 0.58 -0.109
O -5.08536 -1.57520 8.15334 -2.18 -0.85 0.67 -0.102
O -1.94942 3.59697 -5.74491 -1.12 1.68 0.64 -0.150
O 3.24429 -0.70097 -6.23917 -1.36 -1.17 -0.92 -0.126
O 3.04156 0.70932 4.44032 -0.30 1.06 -1.70 -0.119
O 1.37826 -3.36697 2.89357 0.89 1.11 -0.66 -0.112
O 4.24443 -5.66341 -2.47143 -0.57 0.02 -2.11 -0.107
O -3.09501 -3.52744 -2.42583 -1.38 1.25 -0.84 -0.113
O 2.56817 -4.80876 -0.36490 1.52 0.94 -0.16 -0.117
N 0.46393 -0.90427 1.86407 0.39 1.02 -0.85 0.099
N 0.74889 1.23254 -2.19506 -1.39 -0.20 -2.03 0.197
N 1.03319 4.19420 -2.12319 -0.64 0.87 -0.99 0.108
N -2.98600 -1.15181 5.09019 0.27 -1.55 -3.20 0.097
N 1.09702 5.48354 -2.61686 -0.73 -1.04 -1.33 0.066
N -0.39263 0.04156 -3.74552 0.49 -0.96 0.61 0.168
N 0.20282 4.34766 -4.23516 0.33 -1.81 1.03 0.109
N -2.53102 -0.88877 7.18130 -1.62 0.11 1.80 0.191
N -0.71848 -1.08928 5.83863 -0.73 -0.17 -2.09 0.144
C 0.49138 3.51311 -3.12962 -0.34 1.61 -1.23 -0.177
C -0.80181 -1.24436 2.11571 -0.19 -0.42 -3.09 -0.207
C 0.21140 2.03265 -3.09334 1.58 -0.26 0.63 -0.217
C 2.31047 -1.49043 -2.07033 1.61 1.28 0.56 -0.116
C 0.61770 -2.61194 -2.66543 -0.41 -0.03 0.58 -0.088
C 2.10715 -2.60470 -3.05765 -1.14 0.63 -1.46 -0.126
C 0.78453 -1.26217 -1.90053 -0.51 0.34 -0.18 -0.279
C -0.34931 -1.04221 4.55763 -0.89 -0.49 2.14 -0.005
C -2.05766 -1.10481 6.00571 1.79 0.91 -1.16 -0.494
C -2.51136 -1.38248 3.84769 -2.65 -0.31 1.26 -0.015
C 0.61368 5.53656 -3.87171 -0.73 -2.00 1.34 -0.112
C -1.20654 -1.26903 3.51563 -0.17 0.11 -1.25 -0.150
C -1.68038 -1.58518 0.98573 1.26 0.78 0.18 0.049
C -1.13058 -1.57842 -0.31234 -1.10 0.28 3.05 0.006
C 0.18342 -1.17705 -0.47432 0.54 -0.51 -2.41 -0.144
C 0.93636 -0.77004 0.58104 -1.82 -1.25 1.69 -0.047
C 0.32285 -0.04041 -2.65522 0.59 1.24 0.27 -0.223
H 0.74993 2.08531 -0.70605 0.72 0.21 2.07 -0.023
H 0.85158 -2.52307 2.70864 1.83 -1.64 0.15 0.002
H -3.76422 0.29991 5.52504 -1.79 1.26 0.08 -0.014
H -3.20916 -2.61721 -1.99896 -0.19 -1.49 -1.17 0.029
H -2.06038 -4.64783 -3.17310 1.39 -0.82 -1.06 -0.012
H 2.57741 -3.54138 -2.92012 0.77 -0.76 0.21 0.066
H 1.16740 6.33487 -2.09467 0.95 0.13 1.27 0.093
H 4.97778 -0.55458 -0.47553 -0.60 -0.49 2.12 0.074
H 2.30803 -2.21712 -4.10177 -0.38 -0.66 1.03 0.101
H 3.40082 -6.05306 -2.87175 1.94 0.77 0.41 0.095
H -0.39890 6.23892 -7.29636 0.27 2.10 0.56 0.065
H -3.50684 -1.16137 7.14209 0.11 0.39 1.16 0.068
H 1.92907 -0.46124 0.37507 0.88 0.33 0.52 0.097
H 2.23840 1.30083 4.27062 1.87 -1.21 0.03 0.070
H 3.63612 0.74284 3.62232 -1.65 0.15 1.70 0.053
H 0.79176 7.92132 -0.55019 2.09 -0.04 -0.65 0.095
H 4.87832 -0.25279 1.13205 -0.34 -1.28 -1.88 0.070
H 1.76201 2.40320 0.54292 -2.10 -0.15 -0.99 0.060
H 2.41889 7.86851 -0.36325 -1.80 -0.15 -1.27 0.100
H -0.12965 -0.30799 7.08119 1.65 0.34 0.90 -0.042
H 2.32248 -3.22929 2.55701 -2.27 0.08 0.71 0.063
H -3.20644 -2.93791 8.80823 1.96 -0.63 0.10 0.046
H 1.38516 -0.11947 7.67709 -2.33 0.32 0.09 0.056
H -5.49111 -1.46016 9.07306 0.62 -0.27 -2.11 0.098
H -4.32544 -4.06248 1.27253 2.18 -0.55 0.41 0.073
H -1.83805 -1.83439 -1.07113 0.39 -0.08 -0.76 0.073
H 0.36204 -3.37255 -1.93170 0.39 -0.25 0.06 0.121
H -2.81784 -4.55093 0.85559 -1.48 0.72 1.45 0.076
H -1.36122 3.94517 -4.99890 -0.96 -0.36 -1.66 -0.013
H 2.70951 4.17257 -1.50988 1.87 -0.89 0.24 -0.010
H -2.70676 4.25383 -5.88180 1.76 -1.35 0.49 0.060
H -3.59532 0.01022 -1.76547 -1.13 -1.78 -0.53 0.094
H 2.32800 8.40249 -6.26898 -1.44 -0.28 1.64 0.110
H -2.74995 -1.79731 1.06178 0.56 -0.05 0.39 0.090
H 0.38289 6.40272 -4.42417 0.28 0.96 -0.41 0.102
H -5.32036 0.78982 5.67896 2.35 0.40 -0.03 0.058
H -1.32853 -4.81419 -4.62981 -0.46 -0.78 2.14 0.061
H 4.05233 3.41759 -2.06856 -1.13 1.31 1.55 0.064
H 3.15479 -5.06223 -1.14936 -0.60 0.85 1.84 0.000
H -3.31104 -1.72980 3.20408 0.32 0.42 -0.64 0.123
H -3.63894 -3.54598 -3.27880 0.93 0.39 1.98 0.099
H 3.08457 -0.75743 -7.23669 0.08 -0.09 2.29 0.071
H -1.94044 -3.90067 8.41376 -0.91 1.71 1.14 0.086
H 0.64907 -0.86673 4.41062 2.46 0.31 -0.56 0.094
H 3.07226 -4.13948 0.20231 -0.89 -1.56 -1.48 0.061
H 4.77321 -5.22599 -3.21495 -1.40 -1.00 1.45 0.095
H 2.92221 -0.67824 -2.50173 -0.54 0.12 0.26 0.123
H 0.36861 7.37461 -6.39835 -1.38 -0.37 -1.52 -0.020
H 2.83661 -1.74507 -1.15090 -0.33 -0.31 0.11 0.088
H -4.51772 -0.86464 -2.79942 1.01 0.42 1.94 0.094
H -0.13260 -2.70562 -3.42026 -0.45 0.29 -0.64 0.088
H 1.80624 8.75233 -4.75548 -0.20 -1.09 -1.93 0.103
H -1.96279 -1.31407 7.85193 0.68 -0.34 2.06 0.070
H 2.58664 -1.31723 -5.77931 1.27 1.31 -1.40 0.034
H -5.78572 -1.98498 7.54891 1.29 0.87 1.57 0.095
```
Positions in Å, forces in eV/Å.

The LUMO energy is -0.399 eV. The calculation puts the HOMO-LUMO gap at 7.81 eV. As for the net charge: 0. The value obtained for the HOMO energy is -8.207 eV.